Record 1
{
  "formula": "C22H66O21",
  "method": "ωB97M-V/def2-TZVPD",
  "de_lowest_kcal_mol": 12.3,
  "species": ["H", "O", "H", "H", "C", "O", "H", "H", "H", "H", "H", "H", "O", "C", "H", "H", "H", "O", "H", "C", "H", "H", "H", "H", "H", "H", "H", "C", "H", "O", "H", "C", "H", "C", "C", "O", "O", "O", "H", "C", "H", "H", "H", "C", "O", "H", "H", "O", "H", "H", "C", "H", "H", "H", "O", "C", "H", "H", "H", "C", "H", "C", "H", "H", "C", "H", "O", "C", "H", "H", "C", "H", "H", "C", "H", "H", "O", "O", "O", "H", "C", "H", "H", "O", "H", "O", "O", "H", "C", "O", "H", "H", "C", "O", "H", "H", "H", "H", "H", "H", "H", "O", "H", "H", "H", "C", "H", "C", "H"],
  "xyz": [[-3.63856, -2.60190, 3.77936], [-2.52119, 4.28880, -1.02768], [1.20719, 3.92919, 1.93007], [-4.20973, 2.82356, -2.68011], [2.23130, -4.88393, 3.12687], [-0.45847, 5.67904, -4.23125], [0.25283, -5.14377, 1.48928], [0.51080, 4.00484, 0.24631], [-1.47147, -1.02011, -0.20517], [-3.55140, -0.20356, -1.57008], [0.64815, -0.34871, -2.53717], [0.95582, -1.08362, 4.56216], [-1.50712, 3.40526, 1.74057], [-0.53871, 0.21946, 4.01406], [-0.78560, -1.59411, 4.98728], [-0.69674, 5.58216, -2.10610], [2.92658, -5.41255, 3.82069], [0.27994, 1.63329, -5.71272], [1.35763, -6.71475, 2.57457], [0.57546, -2.85880, -1.90130], [0.36526, -4.96837, -1.98588], [0.36827, -2.92525, -2.96198], [0.14076, 0.61293, 3.24996], [3.67876, 3.40723, -1.99411], [-4.39282, -4.65748, 5.04645], [-4.50569, -5.07265, 3.36104], [-0.42351, -2.65239, -1.49198], [-3.94228, 4.41711, -1.21606], [-5.30205, 4.31113, -2.96795], [-2.94218, -5.87858, 4.47670], [-0.74484, 3.29365, -3.31055], [0.03048, -0.44079, -4.33911], [2.68505, 1.42076, 1.95010], [3.49910, -0.15705, 1.24577], [3.86791, 2.41861, -2.20490], [1.49795, -1.80945, -1.63502], [0.01242, 0.15684, -3.12455], [-1.86239, 0.22441, 3.58378], [0.92118, 5.80221, -2.73535], [0.00922, 5.28240, -2.92296], [3.94038, -2.10905, 0.82800], [1.32388, -1.87243, 1.79634], [-1.76593, 3.94121, 0.93870], [0.94203, -4.22656, -1.45617], [2.01237, -2.19177, 1.24425], [1.90393, 2.34655, -0.17526], [-2.29611, 3.41436, -1.44172], [-0.06090, -1.87545, 2.98556], [-3.68868, 0.99497, -0.20164], [-1.78270, -4.36012, 2.57093], [-2.36106, -0.59828, 0.28602], [-0.91200, -2.33624, 2.70906], [-4.47678, 3.76652, -0.57452], [3.54182, -1.88204, 2.53729], [2.87238, 0.54816, 2.25608], [3.28983, -1.64250, 1.51464], [3.12148, 0.20663, 0.30335], [-0.64214, -1.31279, -4.50472], [-0.41494, 0.80689, 4.90264], [-3.03702, -3.49965, 3.85891], [4.58567, 0.01492, 1.27648], [-0.57906, 0.53173, -5.36976], [4.57252, 2.08540, 0.41624], [-2.31669, -3.41804, 4.66194], [-3.81628, -4.76576, 4.13400], [0.21629, 3.49006, -1.74707], [-0.05792, -5.07674, 2.36911], [-2.99916, 0.34514, -0.73410], [5.12943, 0.89194, -1.37903], [-1.66361, 0.83671, -2.07234], [-0.12627, -1.19231, 4.24262], [-4.12350, 5.45631, -0.97867], [0.99372, 2.62732, -4.07903], [0.99059, -5.77930, 3.09091], [1.93520, -4.42216, -1.88334], [1.93135, 1.85451, -2.13698], [1.71313, 2.38641, 0.75941], [1.32313, 3.27305, -3.39994], [1.98359, -3.68147, 3.77809], [-0.66326, 6.62078, -4.13705], [-4.31415, 4.00030, -2.65430], [3.79894, 2.16573, -3.28811], [1.60719, -1.66874, -0.67500], [5.24453, 2.55032, -0.15973], [2.76659, -4.77858, 2.13777], [2.73933, 1.72938, -1.56697], [-2.40322, -3.62760, 2.55828], [-2.68845, 4.80036, -3.21773], [0.12873, 3.76264, -2.81540], [-3.51827, 4.56556, -3.66698], [6.09020, 2.20735, -1.88448], [-2.23520, -5.96925, 3.83439], [0.77576, 3.33347, 1.10981], [0.95848, -4.39109, -0.03883], [-1.55329, 0.91815, -5.03066], [1.28953, -3.51097, 0.28034], [-0.54607, 1.87858, 0.54570], [0.61037, -5.97915, 4.09312], [1.11853, -3.36360, 3.49753], [-0.87444, -0.04109, -6.27434], [1.00429, -0.83949, -4.56568], [-1.93084, 1.25426, -1.21984], [-0.29507, 2.24033, -6.16585], [-1.93631, 0.01457, 1.11251], [-2.36561, 1.04982, 3.78627], [-0.45021, 2.55138, 1.40279], [-0.23775, 1.94181, 2.28168], [5.10938, 1.96854, -1.45567], [-2.95905, -1.44498, 0.52713]],
  "lowdin_charge": [0.124, -0.118, 0.139, 0.142, -0.273, -0.066, 0.024, 0.125, 0.061, 0.131, 0.092, 0.154, -0.060, -0.280, 0.115, 0.114, 0.126, -0.059, 0.137, -0.249, 0.122, 0.111, 0.093, 0.090, 0.116, 0.114, 0.123, -0.197, 0.113, -0.071, 0.129, -0.290, 0.033, -0.254, -0.158, -0.058, -0.069, -0.064, 0.110, -0.221, 0.113, 0.043, 0.082, -0.225, -0.088, 0.038, 0.069, -0.109, 0.097, 0.030, -0.068, 0.101, 0.101, 0.126, -0.047, -0.176, 0.097, 0.120, 0.125, -0.195, 0.125, -0.206, 0.079, 0.113, -0.213, 0.103, -0.089, -0.248, 0.108, 0.062, -0.198, 0.122, 0.079, -0.177, 0.127, 0.077, -0.083, -0.090, -0.064, 0.091, -0.242, 0.138, 0.076, -0.073, 0.128, -0.140, -0.095, 0.050, -0.225, -0.069, 0.125, 0.056, -0.243, -0.078, 0.123, 0.065, 0.110, 0.122, 0.038, 0.121, 0.128, -0.142, 0.088, 0.072, 0.123, -0.277, 0.088, -0.236, 0.063]
}

=====

Record 2
{
  "formula": "C22H66O21",
  "method": "ωB97M-V/def2-TZVPD",
  "de_lowest_kcal_mol": 22.0,
  "species": ["H", "H", "C", "C", "H", "H", "H", "H", "H", "H", "H", "H", "O", "H", "O", "O", "H", "H", "H", "H", "H", "O", "H", "C", "H", "C", "H", "H", "O", "H", "H", "C", "H", "H", "O", "H", "H", "C", "O", "H", "H", "H", "H", "C", "H", "H", "O", "C", "H", "H", "C", "O", "C", "C", "H", "H", "H", "H", "C", "H", "H", "H", "O", "O", "O", "C", "H", "C", "C", "C", "H", "H", "C", "O", "O", "H", "C", "H", "O", "H", "H", "H", "H", "H", "H", "O", "H", "O", "H", "C", "H", "H", "O", "C", "O", "O", "H", "H", "H", "H", "H", "H", "H", "H", "C", "H", "O", "H", "C"],
  "xyz": [[12.84957, 13.06714, 7.65254], [8.44329, 10.79048, 13.75543], [11.18766, 6.10913, 9.37855], [8.67363, 11.03222, 14.81807], [11.28032, 10.08855, 12.08871], [13.59052, 15.58696, 10.23061], [9.49223, 8.99236, 11.14867], [12.04552, 5.40696, 9.38008], [13.53372, 13.50751, 11.95200], [15.84484, 10.12275, 12.72006], [19.69614, 11.23626, 10.95275], [7.95674, 10.58954, 15.48191], [17.10343, 10.64273, 11.10209], [6.60449, 8.40539, 11.08658], [13.38968, 9.33743, 15.67906], [15.83121, 13.68084, 14.35317], [6.82166, 6.57433, 9.86843], [10.90270, 10.79588, 14.39250], [14.53170, 11.80766, 5.31198], [15.23256, 8.20154, 11.61937], [12.71352, 7.49615, 9.15292], [10.41787, 13.35593, 10.18824], [15.20005, 8.84827, 16.52521], [14.69441, 8.91731, 15.56534], [10.73811, 6.08049, 8.36546], [13.32820, 15.10517, 9.26816], [10.03324, 9.38309, 14.87439], [16.58310, 9.16947, 14.69679], [15.19538, 7.90863, 9.62209], [11.84368, 15.64647, 7.74143], [7.79325, 11.46728, 11.04594], [12.83946, 10.57594, 10.82968], [10.28341, 13.70852, 11.08434], [12.61020, 10.73831, 6.09148], [12.87590, 8.82528, 12.52853], [12.87861, 9.24859, 14.84979], [14.83688, 11.64182, 7.84816], [11.73311, 7.45743, 9.64082], [13.03330, 13.70168, 9.40644], [6.27929, 7.04128, 12.17378], [14.15230, 15.17379, 8.55326], [16.93420, 5.77000, 10.54266], [15.84274, 10.67625, 15.22004], [15.66680, 9.76933, 14.73850], [11.32735, 10.38723, 16.59394], [8.84504, 12.62028, 11.92101], [7.53213, 13.41789, 10.52416], [8.39895, 12.37339, 10.99930], [9.42152, 6.02560, 10.22589], [12.19241, 10.12064, 10.04408], [14.83328, 14.19174, 13.56932], [8.98080, 9.18512, 11.93623], [10.12947, 10.45340, 15.08283], [12.12810, 15.77756, 8.77344], [9.00194, 12.62580, 15.91908], [11.80812, 7.67289, 10.68190], [19.44328, 9.30638, 9.66346], [13.96278, 14.42872, 14.20303], [14.37026, 13.14664, 12.55135], [10.39706, 8.37867, 8.45738], [17.02363, 6.48865, 12.16539], [14.05415, 12.31015, 13.16496], [15.15066, 10.11276, 13.42322], [10.31567, 5.70663, 10.32757], [7.50962, 6.62844, 10.54125], [14.42024, 11.02247, 7.09256], [12.07796, 13.59184, 9.56135], [12.93269, 11.24239, 7.00179], [9.50927, 12.21186, 9.98257], [7.05905, 7.50998, 11.54487], [14.60374, 7.89856, 15.18124], [12.48303, 10.96198, 7.89716], [12.37894, 10.10475, 12.18503], [8.67881, 12.47908, 15.00820], [19.53649, 10.16039, 9.20920], [10.00879, 11.21158, 10.04226], [8.35195, 7.95066, 12.30140], [19.51536, 12.20867, 9.44269], [10.42051, 10.72185, 16.44179], [9.03320, 7.08613, 12.25969], [9.16255, 12.37638, 8.97568], [12.51950, 11.64158, 10.72861], [17.56721, 9.73439, 11.08883], [6.94160, 13.76655, 11.21019], [17.47359, 7.81505, 9.69413], [14.21451, 10.37534, 10.53766], [17.31916, 12.42437, 10.28314], [10.84633, 8.55874, 9.33043], [15.96301, 12.14617, 12.11244], [19.17754, 11.30136, 9.97607], [14.79060, 8.82263, 9.75260], [12.37698, 16.85903, 8.81708], [12.62900, 12.59303, 6.81605], [15.41542, 7.36437, 10.91840], [15.40588, 12.78811, 11.62741], [15.01410, 11.11736, 5.79249], [14.68535, 11.20708, 10.40202], [17.28091, 11.12185, 9.03490], [14.48778, 9.96666, 7.40325], [12.64161, 10.86758, 12.92029], [13.82818, 9.05921, 12.62996], [15.14929, 15.14784, 13.13766], [8.02518, 8.15165, 13.31845], [16.74236, 13.70386, 14.03936], [16.79372, 6.74727, 11.10837], [14.65160, 6.54564, 11.13143], [17.79939, 7.65091, 10.59405], [11.22917, 15.57848, 9.38733], [17.62456, 11.42788, 10.06633]],
  "lowdin_charge": [0.054, 0.094, -0.296, -0.188, 0.108, 0.116, 0.045, 0.136, 0.107, 0.074, 0.126, 0.105, -0.120, 0.121, -0.054, -0.047, 0.099, 0.095, 0.083, 0.091, 0.115, -0.105, 0.124, -0.258, 0.134, -0.293, 0.111, 0.127, -0.102, 0.079, 0.113, -0.216, 0.101, 0.132, -0.072, 0.078, 0.096, -0.220, -0.134, 0.122, 0.124, 0.134, 0.093, -0.158, 0.082, 0.098, -0.064, -0.226, 0.045, 0.091, -0.271, -0.086, -0.236, -0.103, 0.083, 0.101, 0.074, 0.128, -0.216, 0.120, 0.126, 0.094, -0.106, -0.030, -0.083, -0.235, 0.032, -0.257, -0.147, -0.214, 0.123, 0.082, -0.250, -0.099, -0.076, 0.110, -0.199, 0.123, -0.069, 0.125, 0.123, 0.111, 0.112, 0.095, 0.084, -0.070, 0.095, -0.112, 0.061, -0.221, 0.074, 0.091, -0.078, -0.248, -0.081, -0.061, 0.072, 0.142, 0.122, 0.091, 0.042, 0.121, 0.107, 0.102, -0.205, 0.140, -0.107, 0.083, -0.230]
}

=====

no.,highest occupied orbital energy (eV),gap between HOMO and LUMO (eV)
1,-9.6,9.98
2,-9.5,9.81